The following is a quantum chemistry calculation of C60H63Cl3N7O3PSSbSeSi2Sn as an isolated structure in a non-equilibrium geometry, from the Open Molecules 2025 dataset.

Geometry as ORCA input:
```
! wB97M-V def2-TZVPD RIJCOSX def2/J DEFGRID3
* xyz 1 1
H -4.68733 -3.01076 -0.32394
C -6.10670 -1.73846 -5.24188
C -4.35134 -0.69575 -3.34215
H -6.92417 -2.88885 -3.62817
C -5.14823 -0.80579 -5.61694
C -0.38188 -4.70807 2.71933
O 0.40428 -8.30369 3.80901
C 0.30337 -0.13342 -5.52491
C -0.35126 0.29044 -4.37468
H -3.26673 -3.95698 -2.82714
C -1.59214 0.41990 2.19590
H -6.79138 -2.14040 -5.97718
H 4.17962 -2.44692 5.98412
C 0.38021 -5.84093 2.93191
H -1.65293 -4.67304 -2.68270
H -5.00273 1.35122 0.04806
H 2.96221 -2.63102 0.66772
H -3.52917 0.44147 -4.96476
C -0.02245 8.99177 0.55310
S -0.37801 -7.10480 4.00208
H 0.60024 -1.73933 -6.91445
H 1.31894 6.20867 1.94697
N -2.27536 0.06316 3.31140
C 0.53047 3.77449 -0.39044
C -2.25291 -2.16244 8.01160
H -1.50525 6.53857 -1.25355
C 3.34700 -0.88073 4.78130
C -2.03440 -5.95366 0.48740
Cl 5.12028 1.88311 -0.60546
C 0.18344 -3.63493 2.05947
H 3.66464 6.23232 -2.78603
C -1.41595 -0.58394 4.15234
H 3.97823 4.40756 -4.42192
H 0.00562 10.07055 0.63603
H 1.30180 -4.29832 -0.86421
C 0.10785 -1.42072 -6.00385
H -0.23501 1.30635 -4.02551
C 2.25497 -4.82896 1.82786
H -2.24417 -5.88924 1.55264
H 2.12831 5.95749 -0.89537
C -0.10089 6.21914 0.33882
C 2.66271 -3.05739 -4.55531
H -0.95456 -6.04286 0.36719
C 1.50703 -3.67754 1.64332
C -1.05738 2.74767 0.65110
H -2.42605 -2.59878 8.98642
C -1.05018 -0.63644 6.59801
C -2.44895 0.67172 -0.56048
N -0.31976 0.01744 2.27575
C 2.11851 -2.81659 5.50517
C -3.35397 -0.19494 -2.38192
H 2.97965 -2.21717 -5.17275
C -1.29320 -1.17107 7.85154
H 2.76155 2.27286 -4.12362
H -0.29189 0.12588 6.46454
H 4.45781 -2.63406 -1.38638
H -4.38247 -3.79312 1.23269
H -5.19312 -4.69052 -0.05947
P -2.39261 1.57041 1.03432
C 3.29924 -2.08483 5.46728
H -3.86663 0.13534 4.64482
H -1.78639 5.18815 2.59858
C 3.12764 5.29998 -2.66414
C -1.98195 -0.11753 -2.53329
Cl 3.14135 2.46631 1.95103
N -1.43785 0.42809 -1.38887
H -3.30986 -2.42474 4.80686
H -2.73222 5.50114 1.14014
C -2.98321 -2.60152 6.91747
H 3.50395 -3.73303 -4.39957
H -2.05782 -2.54090 -3.65267
C 2.62250 3.08114 -3.41612
O -1.75100 -7.17789 3.52748
H -0.39456 -2.72286 1.90339
H 2.25203 0.52582 3.57418
C -0.87734 7.00928 -0.50575
Si -2.74380 -4.53449 -0.46971
C 1.68871 -5.92300 2.48308
C 0.75381 8.20813 1.39594
C -4.41338 -3.95483 0.15313
C -3.68480 0.31336 3.58959
H 0.94404 0.55275 -6.06376
Se -1.45998 -2.42444 -0.19290
H -3.94160 1.34281 3.35350
H 1.22041 1.99036 -2.21468
C -2.75037 -2.06034 5.66230
H 4.25402 -0.28942 4.78447
C -4.94812 0.44095 -0.54303
H 2.16611 -1.80224 1.81513
H -0.88898 -3.29723 -5.69959
C 3.30471 4.27551 -3.58460
C -6.18653 -2.15176 -3.92051
H 0.07188 -2.89572 4.93104
C -4.27591 -0.28707 -4.67484
H 1.85499 -3.58641 -5.05812
C 1.56167 3.94724 -1.42372
C 4.03624 -1.85230 -2.01917
N 2.03911 -2.47889 1.06103
H -2.49427 -6.87590 0.11626
C 1.92292 -4.30379 -1.75846
H -3.72758 -3.37774 7.04003
H 2.06232 -3.76148 6.03450
H 1.38715 8.67664 2.13840
H -5.37507 -1.97498 -1.94655
C -1.20646 -0.57344 -3.70123
H 1.48507 -4.98385 -2.49035
H 4.64848 -1.75340 -2.91548
H 2.92202 -4.65497 -1.50121
C -1.38961 -1.87044 -4.18076
N -1.20795 4.08118 0.91133
H -5.69197 0.48299 -1.33298
C -1.77038 -1.08486 5.49137
H -4.31708 -0.35145 3.00113
C -0.73337 -2.29236 -5.32534
C -5.31796 -1.63094 -2.97284
C -2.23165 4.72806 1.71820
Sn 0.52511 -0.62138 -0.15996
O -0.23724 -6.46817 5.30442
H -1.44162 9.00198 -1.05657
C 1.76613 2.91608 -2.33894
H 3.28960 -4.86917 1.49599
C 2.22750 -0.42032 4.09820
H -3.08911 -5.70789 -2.62328
H -1.39532 -4.67858 3.09823
H -5.07927 -0.48387 -6.64814
C 0.71360 6.82536 1.29234
H -0.72781 -0.81975 8.70494
C 0.99260 -2.33558 4.86174
H -5.16476 -0.41052 0.10358
H 4.05627 -0.90657 -1.48157
C -0.18917 -0.60352 3.51127
N -3.62440 0.31635 -1.13747
C -0.19607 4.74571 0.26633
H -2.96431 3.99128 2.03252
N 0.00145 2.54443 -0.10384
C -2.68444 -4.73652 -2.32880
Si 3.71534 1.04678 0.61038
C -0.83502 8.39193 -0.39891
C 1.03997 -1.14492 4.12820
Sb 2.02930 -2.33931 -2.62999
H 2.25515 -6.82837 2.66197
Cl 4.75408 -0.43716 1.56652
C 2.26152 5.14351 -1.59317
*
```

The HOMO-LUMO gap (alpha / beta) is 0.16847 / 0.15314 Eh. The energy above the lowest of the compared OMol25 structures with the same formula, charge and spin is 280.9 kJ/mol. The calculation puts the HOMO energy (alpha / beta) at -9.42 / -9.42 eV. The total energy is -8488.2547 a.u.